Entry 1:
A molecular structure, C27H30B2CdClF4N5O6, computed with ωB97M-V with the def2-TZVPD basis set.

The geometry in XYZ format:
```
76
C27H30B2CdClF4N5O6 (ωB97M-V with the def2-TZVPD basis set)
Cd -0.099 -0.158 -0.318
C 0.468 -2.261 3.888
C 0.629 -1.570 2.568
N 0.391 -0.332 2.370
O 0.094 0.377 3.507
B -0.456 1.724 3.263
F -0.620 2.307 4.519
F -1.630 1.686 2.539
O 0.560 2.665 2.599
N 1.106 2.252 1.423
C 2.350 1.913 1.402
C 3.137 1.722 2.648
C 2.908 1.508 0.088
N 3.370 0.319 0.168
O 3.634 -0.262 -1.033
B 3.658 -1.743 -0.911
F 4.642 -2.135 0.008
F 3.922 -2.237 -2.190
O 2.347 -2.360 -0.502
N 1.710 -1.673 0.487
C 1.176 -2.365 1.417
C 1.140 -3.858 1.439
C 2.811 2.334 -1.154
H 0.114 -1.559 4.635
H 1.413 -2.699 4.220
H -0.252 -3.078 3.787
H 2.538 1.890 3.537
H 4.000 2.393 2.640
H 3.518 0.699 2.628
H 1.808 -4.249 0.678
H 0.118 -4.176 1.209
H 1.408 -4.258 2.417
H 2.385 3.311 -0.928
H 2.191 1.844 -1.903
H 3.815 2.453 -1.571
C -3.782 -1.404 3.239
C -3.959 -1.999 1.834
C -3.945 -3.531 1.923
C -5.303 -1.539 1.254
C -2.857 -1.529 0.978
C -1.938 -1.033 0.356
H -4.608 -1.708 3.892
H -3.740 -0.316 3.190
H -2.842 -1.744 3.678
H -4.764 -3.886 2.559
H -3.001 -3.877 2.347
H -4.051 -3.973 0.931
H -6.130 -1.882 1.886
H -5.439 -1.937 0.247
H -5.334 -0.450 1.194
N 0.309 2.076 0.328
C -0.501 3.152 0.015
C -0.388 4.447 0.550
C -1.219 5.468 0.111
C -2.178 5.250 -0.869
C -2.285 3.971 -1.409
C -1.465 2.943 -0.984
H 0.331 4.642 1.331
H -1.114 6.452 0.554
H -2.827 6.051 -1.201
H -3.022 3.766 -2.178
H -1.554 1.961 -1.432
Cl 2.377 -0.833 -8.701
C 1.817 -0.767 -7.034
C 0.781 0.090 -6.706
C 0.352 0.144 -5.387
C 0.931 -0.669 -4.421
C 1.971 -1.521 -4.773
C 2.428 -1.566 -6.083
C 0.464 -0.647 -2.991
O 0.350 0.504 -2.451
O 0.264 -1.722 -2.419
H 0.327 0.708 -7.469
H -0.434 0.830 -5.097
H 2.429 -2.131 -4.004
H 3.248 -2.213 -6.364
```

As for the frontier orbital gap: 6.3 eV. The calculation puts the max |F| at 0.0070 hartree/bohr. The value obtained for the relative energy (zero: lowest compared OMol25 entry of this formula, charge and spin) is 0.00 kJ/mol. Its electronic energy is -77537.51033 eV. Its net charge is -2.

Löwdin atomic charge list, values in e, 5 entries: atom 1 (Cd): 1.3667, atom 2 (C): -0.0240, atom 3 (C): -0.2820, atom 4 (N): 0.0637, atom 5 (O): 0.0224

Entry 2:
A molecular structure, C27H30ClNOP2Ti, computed with ωB97M-V with the def2-TZVPD basis set.

The geometry in XYZ format:
```
63
C27H30ClNOP2Ti (ωB97M-V with the def2-TZVPD basis set)
C 4.372 -1.964 -0.161
C 3.231 -1.293 0.289
C 2.635 -0.304 -0.561
C 3.227 0.049 -1.810
C 4.389 -0.629 -2.184
C 4.915 -1.675 -1.415
C 2.795 1.261 -2.603
C 2.101 2.257 -1.666
C 1.651 1.864 -0.380
C 1.161 2.863 0.520
C 1.199 4.201 0.115
C 1.702 4.587 -1.128
C 2.148 3.612 -2.025
H 4.804 -2.800 0.397
H 4.935 -0.275 -3.069
H 5.734 -2.276 -1.828
H 3.710 1.824 -2.865
H 0.844 4.930 0.846
H 1.693 5.644 -1.391
H 2.516 3.890 -3.024
N 1.577 0.481 -0.074
Ti -0.242 -0.257 0.331
C 2.555 -1.837 1.569
H 2.575 -1.096 2.386
H 3.057 -2.757 1.949
C 0.473 2.569 1.871
H 1.076 2.052 2.649
H 0.143 3.516 2.347
P 0.793 -2.293 1.228
P -1.064 1.595 1.491
C -2.203 2.845 0.788
H -3.157 2.337 0.586
H -2.385 3.692 1.474
H -1.816 3.239 -0.163
C -1.750 1.093 3.088
H -2.083 1.967 3.670
H -2.604 0.428 2.888
H -0.986 0.538 3.653
C 1.094 -3.675 0.072
H 1.584 -4.533 0.554
H 0.153 -3.992 -0.386
H 1.757 -3.301 -0.719
C -0.134 -2.920 2.687
H -1.154 -3.195 2.381
H 0.330 -3.797 3.158
H -0.235 -2.129 3.443
C -0.722 0.714 -1.327
O -0.797 1.392 -2.289
H 2.465 1.147 -3.621
Cl -4.189 -1.574 1.947
C -4.398 -1.457 0.230
C -5.678 -1.611 -0.294
C -5.859 -1.459 -1.680
C -4.787 -1.048 -2.482
C -3.503 -0.944 -1.942
C -3.261 -1.274 -0.598
C -1.925 -1.501 -0.016
H -6.513 -1.883 0.359
H -6.838 -1.658 -2.114
H -4.951 -0.830 -3.545
H -2.668 -0.642 -2.573
H -1.901 -1.153 1.052
H -1.592 -2.556 -0.079
```

As for the frontier orbital gap (spin up / spin down): 5.3 / 5.3 eV. The calculation puts the max |F| at 0.1677 hartree/bohr. The value obtained for the relative energy (zero: lowest compared OMol25 entry of this formula, charge and spin) is 0.00 kJ/mol. Its electronic energy is -86222.82859 eV. Its net charge is +2.

Löwdin atomic charge list, values in e, 5 entries: atom 1 (C): -0.0348, atom 2 (C): -0.2081, atom 3 (C): -0.1867, atom 4 (C): -0.1218, atom 5 (C): -0.0089

> Among the records above, which one has the highest electronic energy?

C27H30B2CdClF4N5O6